6
Properties=species:S:1:pos:R:3:forces:R:3 method="wB97M-V/def2-TZVPD" s2=0.753 gap_ev="8.610 / 7.762" max_force_ev_per_a=2.14 lumo_ha="-0.0314 / -0.0669" de_lowest_kcal_mol=4.8 multiplicity=2
Cu -1.362103 -0.134445 0.101885 -1.00 1.21 -0.57
P 2.012282 -0.122154 -0.018075 -1.64 0.86 -0.27
F -2.822152 0.948594 -0.557174 1.19 -1.13 0.62
F 0.683579 0.897424 -0.308621 1.41 -0.69 0.21
O 1.079531 -1.387291 0.398715 -1.04 -1.20 -1.43
H 0.642084 -1.901103 -0.363644 1.09 0.94 1.44